(1)
75
Properties=species:S:1:pos:R:3:lowdin_charge:R:1 method="wB97M-V/def2-TZVPD" relative_energy_kj_mol=0.0 total_charge=+1 s2=8.8156 gap_ev="6.54 / 5.41" e_lumo_ev="-3.4 / -5.8" multiplicity=6
Ir -1.20 1.40 -0.32 1.36
C -5.31 2.54 -1.62 0.00
C -4.04 2.41 -0.85 -0.24
N -3.35 1.31 -0.69 -0.08
N -3.82 0.17 -1.25 0.08
C -2.86 -0.50 -1.75 -0.42
O -1.59 -0.04 -1.77 -0.24
C -3.06 -1.89 -2.28 -0.14
C -4.25 -2.61 -2.18 -0.02
C -4.32 -3.91 -2.66 -0.08
C -3.26 -4.46 -3.29 -0.09
C -2.08 -3.76 -3.47 -0.07
C -2.01 -2.49 -2.99 -0.05
C -3.31 3.59 -0.46 -0.23
C -3.89 4.83 -0.37 0.00
C -3.18 5.99 -0.16 0.00
C -1.80 5.82 -0.05 -0.04
C -1.24 4.61 -0.26 -0.10
N -1.96 3.45 -0.44 -0.05
H -5.65 1.57 -2.00 0.09
H -5.20 3.19 -2.46 0.09
H -6.10 2.94 -0.98 0.09
H -5.08 -2.09 -1.69 0.12
H -5.16 -4.55 -2.49 0.11
H -3.39 -5.50 -3.59 0.12
H -1.24 -4.24 -3.99 0.12
H -1.15 -1.86 -3.16 0.10
H -4.97 4.87 -0.48 0.13
H -3.58 6.97 -0.22 0.12
H -1.11 6.67 0.14 0.13
H -0.19 4.40 -0.17 0.10
N 4.90 1.28 7.41 0.16
C 4.24 0.96 6.51 -0.14
C 3.38 0.94 5.27 -0.19
C 2.19 0.16 5.20 -0.01
C 1.56 0.08 4.02 -0.01
C 2.10 0.64 2.78 -0.16
C 3.26 1.38 2.94 0.00
C 3.87 1.60 4.17 -0.02
C 1.47 0.33 1.58 -0.06
C 0.21 -0.44 1.65 -0.29
C 0.12 -1.76 2.21 0.00
C -1.19 -2.13 2.06 0.01
C -1.81 -1.03 1.37 -0.05
N -0.91 -0.07 1.16 -0.08
C 1.74 0.97 0.27 -0.25
C 2.07 2.32 0.04 -0.06
C 2.32 2.46 -1.34 -0.06
C 1.98 1.25 -1.88 -0.08
N 1.65 0.31 -0.92 -0.04
H 1.77 -0.24 6.15 0.14
H 0.58 -0.41 3.94 0.11
H 3.61 1.98 2.12 0.11
H 4.68 2.30 4.22 0.13
H 1.04 -2.25 2.58 0.15
H -1.85 -2.98 2.20 0.12
H -2.89 -0.90 1.25 0.13
H 2.17 3.04 0.86 0.12
H 2.66 3.31 -1.90 0.11
H 1.90 0.94 -2.91 0.13
C 1.47 -1.12 -1.18 -0.08
C 2.69 -1.97 -1.03 -0.19
C 3.00 -2.71 -2.16 -0.01
C 4.04 -3.60 -2.08 -0.02
C 4.70 -3.77 -0.87 -0.19
C 4.34 -3.05 0.28 -0.01
C 3.33 -2.12 0.18 -0.02
C 5.81 -4.79 -0.79 -0.15
N 6.56 -5.68 -0.76 0.15
H 0.60 -1.52 -0.64 0.13
H 1.21 -1.19 -2.24 0.12
H 2.50 -2.56 -3.08 0.11
H 4.34 -4.16 -2.95 0.13
H 4.80 -3.23 1.27 0.14
H 3.19 -1.42 0.98 0.11

(2)
85
Properties=species:S:1:pos:R:3:lowdin_charge:R:1 method="wB97M-V/def2-TZVPD" gap_ev=7.99 e_lumo_ev=-1.6
C 3.62 1.53 3.03 -0.01
C 3.52 2.14 1.66 -0.13
C 2.44 1.88 0.82 -0.16
C 1.29 1.00 1.22 -0.09
C 0.14 1.85 1.75 -0.31
C -0.94 2.34 0.64 0.06
O -1.07 1.32 1.89 -0.12
C 2.37 2.46 -0.45 0.00
C 3.37 3.30 -0.91 0.01
C 4.44 3.57 -0.08 -0.10
C 4.52 2.99 1.18 -0.05
C 5.72 3.36 1.99 -0.33
O 6.28 2.59 2.74 0.12
C 6.23 4.74 1.78 0.03
C 6.13 5.29 0.57 0.03
C 5.52 4.50 -0.52 -0.34
O 5.89 4.58 -1.67 0.12
H 2.65 1.23 3.41 0.07
H 4.05 2.24 3.72 0.08
H 4.28 0.66 3.00 0.10
H 1.54 0.31 2.02 0.11
H 0.90 0.46 0.36 0.12
H 0.39 2.61 2.49 0.16
H -0.84 3.36 1.11 0.08
H -2.01 2.48 0.51 0.11
H 1.52 2.25 -1.07 0.12
H 3.31 3.72 -1.90 0.12
H 6.66 5.27 2.62 0.12
H 6.47 6.29 0.35 0.12
C -0.57 -3.97 1.83 0.08
C -0.91 -4.91 0.95 -0.23
C -1.42 -4.57 -0.43 -0.31
O -1.69 -5.52 -1.16 0.09
C -1.57 -3.18 -0.79 0.05
C -1.24 -2.24 0.10 -0.21
C -0.69 -2.57 1.46 -0.30
O -0.37 -1.63 2.17 0.11
O -1.38 -0.93 -0.15 0.10
O -0.83 -6.21 1.19 0.12
H -0.19 -4.20 2.82 0.13
H -1.96 -2.94 -1.76 0.11
H -1.12 -0.45 0.67 0.08
H -1.14 -6.66 0.38 0.12
C 3.36 -6.03 -2.92 0.07
C 2.08 -5.64 -2.78 -0.23
C 1.70 -4.19 -2.60 -0.29
O 0.51 -3.96 -2.51 0.10
C 2.75 -3.20 -2.54 0.08
C 4.03 -3.59 -2.67 -0.23
C 4.41 -5.04 -2.88 -0.31
O 5.59 -5.28 -3.00 0.11
O 5.06 -2.76 -2.62 0.12
O 1.05 -6.47 -2.80 0.12
H 3.64 -7.07 -3.05 0.14
H 2.47 -2.16 -2.39 0.13
H 5.85 -3.31 -2.75 0.12
H 0.24 -5.93 -2.67 0.11
C -5.21 -2.77 -4.37 0.08
C -5.45 -2.37 -5.63 -0.24
C -4.85 -1.10 -6.19 -0.31
O -5.12 -0.85 -7.35 0.11
C -4.02 -0.28 -5.34 0.07
C -3.78 -0.68 -4.08 -0.23
C -4.36 -1.96 -3.52 -0.30
O -4.07 -2.23 -2.37 0.09
O -3.03 0.00 -3.23 0.12
O -6.21 -3.04 -6.48 0.12
H -5.63 -3.68 -3.95 0.14
H -3.61 0.63 -5.75 0.14
H -3.02 -0.50 -2.39 0.11
H -6.20 -2.52 -7.31 0.12
C -2.72 3.87 5.87 0.07
C -3.67 4.81 5.91 -0.24
C -4.69 4.97 4.81 -0.32
O -5.52 5.85 4.95 0.10
C -4.62 4.09 3.67 0.07
C -3.67 3.14 3.62 -0.23
C -2.66 2.96 4.74 -0.31
O -1.84 2.07 4.64 0.11
O -3.57 2.31 2.59 0.10
O -3.81 5.68 6.90 0.11
H -1.99 3.74 6.66 0.13
H -5.34 4.22 2.88 0.14
H -2.82 1.70 2.69 0.10
H -4.57 6.24 6.67 0.12

(3)
77
Properties=species:S:1:pos:R:3:lowdin_charge:R:1 method="wB97M-V/def2-TZVPD" total_charge=+1 gap_ev=5.98 e_lumo_ev=-4.7
C 5.16 -1.12 -0.13 0.00
C 4.54 -1.77 -1.32 -0.33
C 4.79 -1.17 -2.66 0.01
N 3.77 -2.80 -1.16 0.14
C 4.10 -4.02 -1.65 -0.30
C 5.21 -4.71 -1.11 0.12
C 5.57 -5.94 -1.59 -0.15
C 6.74 -6.72 -1.07 -0.10
C 7.63 -7.23 -2.22 -0.06
C 9.07 -7.41 -1.81 -0.66
F 9.66 -8.34 -2.56 0.16
F 9.20 -7.77 -0.54 0.16
F 9.76 -6.28 -2.00 0.15
C 4.76 -6.44 -2.62 0.03
N 3.72 -5.75 -3.03 0.07
N 3.33 -4.55 -2.61 0.18
H 5.27 -0.05 -0.28 0.09
H 6.14 -1.57 0.03 0.10
H 4.51 -1.28 0.72 0.10
H 3.84 -0.91 -3.11 0.09
H 5.33 -1.83 -3.34 0.10
H 5.37 -0.25 -2.57 0.09
H 5.76 -4.24 -0.30 0.14
H 6.34 -7.59 -0.55 0.14
H 7.32 -6.14 -0.36 0.13
H 7.64 -6.47 -3.01 0.14
H 7.24 -8.13 -2.69 0.13
H 4.95 -7.39 -3.09 0.15
H 3.13 -6.14 -3.75 0.19
C -0.94 5.29 -2.34 -0.05
C -2.26 5.03 -2.00 -0.04
C -2.65 3.76 -1.60 0.01
C -1.71 2.73 -1.56 -0.08
C -0.38 2.99 -1.92 -0.09
C 0.00 4.27 -2.30 0.00
C 0.63 1.90 -1.92 -0.27
O 1.79 2.11 -2.23 0.10
C 0.19 0.53 -1.53 -0.08
C 1.10 -0.51 -1.58 -0.01
C 0.73 -1.78 -1.21 -0.06
C -0.58 -2.03 -0.79 -0.05
C -1.50 -1.00 -0.76 0.00
C -1.12 0.28 -1.13 -0.07
C -2.14 1.38 -1.12 -0.27
O -3.27 1.17 -0.75 0.10
H -0.64 6.28 -2.63 0.11
H -3.00 5.82 -2.03 0.11
H -3.67 3.55 -1.33 0.12
H 1.03 4.46 -2.57 0.12
H 2.11 -0.30 -1.90 0.09
H 1.45 -2.59 -1.25 0.07
H -0.87 -3.03 -0.50 0.11
H -2.52 -1.19 -0.44 0.12
C -5.18 0.47 2.90 -0.05
C -4.24 1.21 2.20 -0.06
C -4.27 2.59 2.23 0.00
C -5.26 3.24 2.96 -0.08
C -6.22 2.50 3.65 -0.08
C -6.17 1.11 3.63 0.00
C -7.32 3.18 4.40 -0.28
O -8.15 2.53 5.01 0.11
C -7.36 4.67 4.38 -0.08
C -8.40 5.32 5.03 0.00
C -8.45 6.70 5.03 -0.05
C -7.46 7.44 4.39 -0.06
C -6.43 6.80 3.74 0.00
C -6.38 5.41 3.73 -0.08
C -5.27 4.73 2.99 -0.28
O -4.40 5.37 2.43 0.10
H -5.15 -0.61 2.88 0.11
H -3.47 0.70 1.62 0.09
H -3.54 3.17 1.69 0.11
H -6.92 0.55 4.17 0.12
H -9.17 4.74 5.53 0.12
H -9.27 7.21 5.54 0.11
H -7.50 8.52 4.40 0.11
H -5.66 7.36 3.24 0.12

(4)
85
Properties=species:S:1:pos:R:3:lowdin_charge:R:1 method="wB97M-V/def2-TZVPD" relative_energy_kj_mol=114.7 total_charge=+1 gap_ev="5.30 / 5.30" e_lumo_ev="-4.8 / -4.8"
Ta 0.37 -0.89 -0.42 1.73
C 0.79 2.94 4.10 -0.08
C 0.31 1.68 4.38 -0.08
C 0.56 0.62 3.51 -0.05
C 1.32 0.83 2.37 -0.32
C 1.83 2.09 2.10 -0.06
C 1.56 3.15 2.96 -0.05
N 1.55 -0.29 1.51 -0.03
C 2.75 -0.86 1.54 -0.24
C 3.92 -0.38 2.21 0.02
C 5.03 -1.15 2.25 -0.03
C 5.07 -2.47 1.68 -0.05
C 3.98 -2.98 1.07 0.00
C 2.82 -2.16 0.97 -0.23
N 1.62 -2.54 0.48 -0.07
N 1.34 -3.80 0.37 0.11
C 0.00 -3.96 0.13 -0.33
C -0.52 -5.26 0.11 0.02
C -1.87 -5.43 -0.07 -0.03
C -2.68 -4.30 -0.23 -0.03
C -2.10 -3.06 -0.21 -0.11
N -0.77 -2.87 -0.04 0.00
H 0.60 3.77 4.78 0.11
H -0.26 1.50 5.29 0.11
H 0.20 -0.38 3.73 0.12
H 2.44 2.23 1.22 0.10
H 1.97 4.13 2.75 0.11
H 3.91 0.61 2.65 0.12
H 5.92 -0.77 2.74 0.12
H 5.99 -3.04 1.73 0.11
H 3.96 -3.96 0.63 0.11
H 0.16 -6.09 0.23 0.12
H -2.30 -6.42 -0.07 0.12
H -3.75 -4.39 -0.37 0.12
H -2.69 -2.17 -0.35 0.08
C -4.83 2.18 -1.38 -0.06
C -3.93 2.26 -2.44 -0.06
C -2.90 1.35 -2.55 -0.05
C -2.75 0.36 -1.59 -0.30
C -3.65 0.26 -0.54 -0.06
C -4.70 1.17 -0.44 -0.07
N -1.66 -0.59 -1.72 -0.09
N -1.64 -1.08 -2.87 0.13
C -0.61 -1.99 -3.13 -0.28
C -0.76 -2.73 -4.30 0.00
C 0.15 -3.73 -4.58 -0.06
C 1.21 -3.94 -3.71 -0.04
C 1.36 -3.15 -2.57 -0.11
C 0.44 -2.16 -2.23 -0.22
H -5.64 2.89 -1.30 0.11
H -4.03 3.05 -3.18 0.12
H -2.19 1.40 -3.37 0.12
H -3.57 -0.54 0.18 0.09
H -5.41 1.08 0.36 0.11
H -1.60 -2.52 -4.95 0.12
H 0.05 -4.34 -5.47 0.11
H 1.94 -4.70 -3.92 0.11
H 2.22 -3.34 -1.93 0.09
F 1.90 0.16 -2.60 -0.07
C 2.31 -0.54 -1.47 -0.44
F 3.13 0.34 -0.80 -0.04
H 2.97 -1.34 -1.80 0.10
C -2.89 2.35 2.74 -0.03
N -2.02 1.56 1.89 0.06
C -1.89 0.24 1.89 -0.61
N -2.59 -0.51 2.77 0.23
O -1.16 -0.37 1.06 -0.23
H -2.39 3.29 2.97 0.10
H -3.08 1.86 3.69 0.08
H -3.84 2.56 2.25 0.09
H -1.54 2.02 1.13 0.05
H -3.09 -0.10 3.54 0.10
H -2.35 -1.48 2.83 0.12
F 2.27 7.09 -2.15 0.15
C 1.83 5.87 -1.86 -0.13
C 0.49 5.57 -1.96 -0.14
F -0.38 6.50 -2.35 0.14
C 0.04 4.30 -1.64 -0.26
F -1.27 4.08 -1.74 0.06
C 0.90 3.29 -1.21 -0.37
Se -0.05 1.71 -0.68 0.95
C 2.25 3.62 -1.13 -0.23
F 3.17 2.76 -0.74 0.09
C 2.71 4.89 -1.45 -0.14
F 4.00 5.17 -1.34 0.14

(5)
87
Properties=species:S:1:pos:R:3:lowdin_charge:R:1 method="wB97M-V/def2-TZVPD" relative_energy_kj_mol=255.1 total_charge=+1 s2=3.7791 gap_ev="6.50 / 5.31" e_lumo_ev="-3.2 / -4.4" multiplicity=4
Re -0.55 -1.79 0.60 1.35
O -3.38 0.13 2.63 -0.47
S -2.59 1.34 3.01 0.73
O -3.41 2.56 3.24 -0.48
O 0.04 1.41 0.71 0.13
C -2.15 0.84 4.74 -0.26
C -2.78 1.53 5.76 -0.05
C -2.63 1.11 7.08 -0.04
C -1.85 0.01 7.39 -0.06
C -1.23 -0.71 6.38 -0.05
C -1.37 -0.28 5.06 -0.25
S -0.68 -1.37 3.84 0.64
O 0.42 -2.10 4.40 -0.31
O -1.83 -2.41 3.62 -0.18
O -0.35 -0.65 2.61 -0.43
H -3.39 2.39 5.50 0.11
H -3.13 1.65 7.87 0.12
H -1.73 -0.30 8.41 0.11
H -0.63 -1.58 6.60 0.12
C -2.35 3.43 0.43 -0.06
N -2.19 2.01 0.12 -0.04
C -1.19 1.16 0.33 -0.46
N -1.60 -0.07 0.00 -0.03
C -2.92 0.10 -0.36 -0.17
N -3.29 1.33 -0.33 0.17
C -1.06 4.19 0.59 -0.21
C -0.85 4.98 1.72 0.00
C 0.29 5.76 1.83 -0.03
C 1.26 5.74 0.83 0.01
C 1.07 4.93 -0.28 -0.13
C -0.09 4.17 -0.41 0.00
C 2.09 4.81 -1.32 -0.29
N 3.07 5.58 -1.64 0.13
N 3.74 4.96 -2.67 0.13
C 3.12 3.85 -2.90 -0.28
O 2.06 3.69 -2.08 0.11
C 3.40 2.77 -3.85 -0.13
C 4.33 2.90 -4.88 0.00
C 4.53 1.83 -5.74 -0.05
C 3.85 0.64 -5.56 -0.02
C 2.95 0.50 -4.52 -0.19
C 2.21 -0.81 -4.29 -0.06
N 1.99 -1.09 -2.88 -0.10
C 0.96 -0.76 -2.10 -0.14
N 1.22 -1.14 -0.86 -0.03
C 2.45 -1.72 -0.94 -0.21
N 2.95 -1.69 -2.15 0.16
C 2.72 1.57 -3.68 0.03
H -2.95 3.50 1.34 0.10
H -2.92 3.86 -0.40 0.15
H 0.17 2.37 0.83 0.12
H -3.56 -0.72 -0.63 0.12
H -1.60 4.99 2.50 0.13
H 0.45 6.37 2.71 0.12
H 2.16 6.34 0.90 0.13
H -0.24 3.57 -1.30 0.14
H 4.86 3.84 -5.00 0.13
H 5.24 1.93 -6.55 0.11
H 4.04 -0.19 -6.23 0.12
H 2.78 -1.64 -4.69 0.13
H 1.23 -0.79 -4.78 0.14
H 0.07 -0.27 -2.45 0.15
H 2.99 -2.13 -0.11 0.09
H 2.00 1.50 -2.87 0.11
I 1.07 -3.66 1.72 1.32
C 1.21 -4.63 -0.18 -0.55
C 2.15 -5.60 -0.35 -0.13
C 2.20 -6.29 -1.57 -0.05
C 1.30 -6.00 -2.55 -0.01
C 0.31 -5.00 -2.37 -0.16
C -0.66 -4.74 -3.37 -0.02
C -1.61 -3.78 -3.18 -0.06
C -1.59 -3.00 -2.01 -0.11
C -0.66 -3.18 -1.02 -0.28
C 0.28 -4.25 -1.17 -0.25
H 2.84 -5.85 0.45 0.11
H 2.95 -7.06 -1.72 0.12
H 1.31 -6.55 -3.49 0.12
H -0.64 -5.34 -4.27 0.12
H -2.37 -3.61 -3.92 0.11
H -2.35 -2.23 -1.89 0.08
C -4.03 -2.95 2.90 0.01
C -2.66 -2.61 2.46 -0.47
N -2.21 -2.55 1.29 -0.04
H -3.99 -3.72 3.67 0.10
H -4.61 -3.28 2.05 0.10
H -4.48 -2.04 3.33 0.10

(6)
75
Properties=species:S:1:pos:R:3:lowdin_charge:R:1 method="wB97M-V/def2-TZVPD" relative_energy_kj_mol=9.2 total_charge=+1 s2=0.7577 gap_ev="8.68 / 6.60" e_lumo_ev="-2.8 / -4.8" multiplicity=2
Ir 0.10 -0.77 0.04 0.91
O -0.21 -3.27 -0.90 0.08
C -0.81 -2.24 -0.98 -0.51
C -2.02 -2.03 -1.82 -0.21
C -2.53 -3.03 -2.63 0.01
C -3.65 -2.74 -3.40 -0.04
C -4.24 -1.48 -3.35 -0.04
C -3.73 -0.49 -2.52 -0.04
C -2.61 -0.78 -1.75 -0.30
P -1.84 0.33 -0.56 1.00
C -1.81 1.97 -1.33 -0.32
C -2.82 2.90 -1.05 -0.08
C -2.86 4.11 -1.73 -0.06
C -1.90 4.41 -2.68 -0.06
C -0.91 3.48 -2.97 -0.06
C -0.87 2.27 -2.31 -0.10
C -2.99 0.43 0.83 -0.34
C -3.95 -0.56 1.02 -0.06
C -4.78 -0.54 2.13 -0.06
C -4.65 0.47 3.07 -0.06
C -3.68 1.46 2.90 -0.06
C -2.86 1.44 1.79 -0.11
H -2.06 -4.00 -2.66 0.13
H -4.06 -3.50 -4.05 0.12
H -5.10 -1.28 -3.97 0.12
H -4.20 0.48 -2.48 0.12
H -3.59 2.68 -0.33 0.10
H -3.64 4.82 -1.50 0.11
H -1.93 5.35 -3.20 0.11
H -0.16 3.70 -3.73 0.11
H -0.09 1.56 -2.56 0.02
H -4.06 -1.36 0.30 0.11
H -5.52 -1.31 2.27 0.11
H -5.29 0.49 3.94 0.11
H -3.57 2.24 3.64 0.12
H -2.09 2.20 1.68 0.12
S 1.33 -0.37 -1.90 0.40
P 3.05 -0.81 -0.85 0.28
S 2.26 -1.38 0.94 0.39
C 3.97 -2.10 -1.69 -0.38
C 5.35 -2.01 -1.85 -0.07
C 6.03 -3.04 -2.47 -0.06
C 5.34 -4.16 -2.91 -0.06
C 3.97 -4.26 -2.73 -0.06
C 3.27 -3.23 -2.12 -0.09
C 4.11 0.62 -0.72 -0.40
C 4.48 1.29 -1.88 -0.10
C 5.32 2.39 -1.80 -0.06
C 5.80 2.81 -0.57 -0.06
C 5.43 2.14 0.59 -0.06
C 4.58 1.05 0.52 -0.08
H 5.89 -1.14 -1.51 0.11
H 7.10 -2.98 -2.61 0.11
H 5.88 -4.97 -3.40 0.11
H 3.43 -5.14 -3.07 0.11
H 2.20 -3.31 -1.97 0.09
H 4.11 0.96 -2.85 0.11
H 5.61 2.91 -2.70 0.11
H 6.46 3.66 -0.51 0.11
H 5.80 2.48 1.55 0.11
H 4.27 0.54 1.43 0.08
O -0.72 -1.35 1.88 -0.14
C -0.45 -0.26 2.48 -0.63
O 0.08 0.66 1.78 -0.12
C -0.77 -0.08 3.90 -0.15
C -1.44 -1.09 4.59 -0.01
C -1.80 -0.89 5.91 -0.06
C -1.49 0.31 6.54 -0.06
C -0.81 1.31 5.86 -0.06
C -0.45 1.12 4.53 -0.01
H -1.68 -2.01 4.08 0.12
H -2.32 -1.67 6.46 0.11
H -1.77 0.46 7.58 0.11
H -0.56 2.24 6.35 0.11
H 0.07 1.89 3.98 0.12